14
Properties=species:S:1:pos:R:3 method="wB97M-V/def2-TZVPD" de_lowest_kj_mol=52.0 homo_lumo_gap_ev=10.90 max_force_ev_per_a=1.14 smiles="CC(=O)[C@@H](C)C#N" lumo_ev=0.600
C -1.94314 -0.11368 -0.57818
C -0.58594 0.54174 -0.49243
O -0.45070 1.70896 -0.77557
C 0.66060 -0.27580 -0.08909
C 1.72761 0.64030 0.51646
C 0.36300 -1.40864 0.79864
N 0.15491 -2.30162 1.50430
H -2.28451 -0.05737 -1.61737
H -2.64048 0.50086 0.00584
H -1.97480 -1.14678 -0.23028
H 1.03339 -0.70313 -1.03286
H 1.36619 1.06171 1.45919
H 2.65307 0.09328 0.70798
H 1.92079 1.46017 -0.17663